117
Properties=species:S:1:pos:R:3:forces:R:3 method="wB97M-V/def2-TZVPD" relative_energy_ev=0.000 homo_energy_ev="-15.57 / -15.98" spin_multiplicity=5 charge=+3 s2=6.0234 gap_ha="0.336 / 0.188" energy_ha=-4718.346354 mol_weight_g_mol=892.373
Pd -0.06420 0.59110 -0.23146 -0.551 0.777 0.107
C 1.55813 1.85752 0.74466 0.619 -0.004 1.515
C 1.04942 2.59489 1.92442 0.212 -2.491 -0.212
C 1.47014 3.92177 1.77505 0.869 2.041 -2.079
C 2.26390 3.97625 0.49989 -0.902 0.929 2.800
C 2.30764 2.73470 -0.06371 -0.943 -1.362 -0.998
C 2.83119 2.34646 -1.39650 0.014 0.915 0.083
C 3.10455 0.84905 -1.55553 0.574 -0.157 -1.879
C 4.10050 3.18581 -1.65670 0.515 -0.912 0.176
C 1.75705 2.79606 -2.43683 0.164 0.160 1.249
C 1.19266 5.22677 2.52897 0.776 0.575 -1.834
C -0.20415 5.32021 3.05110 -1.785 -0.967 1.109
C 2.23328 5.43593 3.59970 1.741 -0.058 -0.216
C 1.48067 6.45811 1.60235 0.829 -1.103 -1.722
C 0.40238 1.84173 3.09031 -0.406 0.957 -0.417
C 0.99349 2.37516 4.40674 0.419 -0.981 0.672
C 0.65255 0.34559 3.02260 0.311 -1.051 -0.406
C -1.11918 2.02882 3.12919 -0.728 1.078 -0.411
H 1.81323 0.77471 0.66563 -0.345 0.373 0.519
H 2.77790 4.85736 0.17078 0.039 0.164 -0.179
H 4.05709 0.58256 -1.09875 -0.050 -0.156 0.229
H 3.26178 0.71045 -2.68695 -0.292 -0.140 1.623
H 2.31558 0.13391 -1.23449 0.381 0.649 -0.259
H 4.87887 3.11625 -0.87860 -0.440 -0.258 -0.055
H 3.96377 4.25464 -1.83756 -0.334 -0.300 -0.307
H 4.47469 2.64257 -2.50660 0.795 0.611 -0.768
H 0.82798 2.27427 -2.21814 -0.269 -0.023 -0.204
H 2.04645 2.63621 -3.46433 0.315 -0.183 -0.193
H 1.62472 3.85728 -2.25598 -0.394 0.235 -0.318
H -0.31813 4.55984 3.85371 -0.112 0.752 -0.437
H -1.04539 5.07947 2.33172 1.148 0.597 0.420
H -0.38800 6.28782 3.54909 0.073 -0.306 -0.461
H 2.10683 4.83750 4.45558 -0.270 -0.703 1.142
H 2.25300 6.47563 3.89660 -0.149 0.243 0.165
H 3.26160 5.21974 3.21367 -0.765 0.154 0.178
H 1.10989 6.34019 0.55238 -0.360 0.297 0.962
H 2.57133 6.61682 1.44054 -0.560 -0.199 0.401
H 1.12368 7.34331 2.08461 -0.466 0.496 0.067
H 2.07932 2.52021 4.33808 -0.148 -0.290 0.056
H 0.78463 1.60825 5.20012 0.217 0.918 -0.536
H 0.58720 3.33044 4.70704 -0.207 -0.112 0.111
H 1.71648 0.15463 2.88717 0.188 -0.148 0.007
H 0.11478 -0.25998 2.22738 0.282 1.038 0.673
H 0.39195 -0.08818 3.99391 -0.129 0.008 -0.242
H -1.44219 3.08885 3.28092 0.301 -1.116 0.205
H -1.52467 1.36189 3.87220 -0.098 0.104 0.741
H -1.63430 1.71437 2.22759 0.274 -0.101 -0.519
N -1.13468 2.46593 -0.19797 -1.065 0.113 -0.824
C -2.11840 2.81464 -0.74013 -0.672 1.035 -0.387
N -3.19469 3.36174 -1.28121 1.194 -0.560 1.181
C -4.15922 4.08431 -0.42165 -0.380 -0.420 -0.031
C -5.45724 3.29601 -0.32342 -0.773 0.281 -0.714
C -5.87766 2.73990 -1.72230 0.269 1.473 -1.598
C -5.05107 3.34570 -2.94170 -0.283 0.975 0.863
C -3.54758 3.26752 -2.72062 0.344 -1.560 0.363
H -4.27849 5.01268 -0.94896 -0.332 0.678 0.121
H -3.77623 4.26313 0.57854 0.409 0.084 -0.107
H -6.23988 3.89266 0.17416 0.267 0.121 -0.544
H -5.33088 2.48393 0.36973 0.285 -0.607 0.205
H -6.91544 2.93055 -2.06831 0.401 -0.255 0.975
H -5.68769 1.68754 -1.78421 -0.113 -0.739 0.207
H -5.30471 4.42064 -3.16811 -0.057 -1.070 0.445
H -5.28535 2.78495 -3.84719 -0.060 0.046 0.077
H -3.00485 3.97086 -3.30802 0.399 0.905 -0.245
H -3.15991 2.29290 -3.01230 -0.150 -0.221 -0.237
C 0.56124 -2.90189 -0.12626 0.417 -0.628 0.167
C 0.23660 -3.05141 1.34870 -0.546 1.575 0.979
As 0.83361 -4.72349 2.22570 -0.118 -0.023 -2.327
C 2.58571 -5.03812 1.45980 0.133 -0.878 0.262
C 2.71911 -5.75990 0.25360 0.965 -0.073 0.859
C 3.95109 -6.27895 -0.09409 0.264 -0.432 -0.173
C 5.03875 -6.22351 0.80071 0.820 0.305 -0.606
C 4.93977 -5.50063 1.98404 -2.194 0.600 -0.495
C 3.68676 -4.89183 2.30160 1.308 -1.127 -1.672
C -0.19823 -5.94540 1.19721 -0.638 -0.855 0.232
C -1.37688 -5.57402 0.55082 -0.852 -0.655 -0.577
C -2.08593 -6.47423 -0.24907 -0.594 1.048 -0.094
C -1.74280 -7.82635 -0.32231 -0.008 0.587 0.712
C -0.71272 -8.27043 0.49807 1.048 -0.295 -0.183
C 0.07416 -7.32600 1.15734 1.577 -1.240 0.875
P -0.21189 -1.47141 -0.96958 1.065 -0.914 -0.791
C -1.95990 -1.74455 -0.99246 0.112 -1.094 -1.176
C -2.45601 -2.53307 -2.06643 -1.096 0.315 0.807
C -3.83268 -2.81903 -2.05353 0.554 0.396 -0.998
C -4.58711 -2.54691 -0.94512 0.308 0.882 2.032
C -4.05077 -1.83347 0.16593 0.234 0.366 -0.907
C -2.75842 -1.31699 0.07998 -0.125 -0.113 0.603
C 0.47308 -1.63812 -2.67172 -0.440 1.215 0.325
C 1.65949 -2.29483 -2.91212 0.790 -1.404 0.532
C 2.26093 -2.30791 -4.17527 -0.996 0.964 0.221
C 1.69197 -1.51559 -5.16909 0.497 0.128 -0.322
C 0.56718 -0.71715 -4.90157 0.514 -1.011 -0.665
C -0.05919 -0.80660 -3.67867 0.117 0.052 0.389
H 0.28659 -3.82984 -0.63737 0.038 0.246 -0.381
H 1.63615 -2.73533 -0.25615 -0.105 -0.246 0.128
H -0.85983 -2.89342 1.51845 0.927 -0.233 0.187
H 0.79387 -2.26116 1.88910 -0.524 -0.307 -0.035
H 1.92408 -6.01474 -0.38922 -1.056 0.175 -0.523
H 4.00451 -6.79976 -1.06902 0.280 0.296 0.783
H 6.02967 -6.64792 0.51710 -1.038 0.168 0.262
H 5.75996 -5.37888 2.64760 0.574 0.004 0.386
H 3.57622 -4.27018 3.12878 0.064 0.661 1.651
H -1.79292 -4.60661 0.67347 -0.234 0.868 -0.070
H -2.98847 -6.09235 -0.77610 0.839 -0.399 0.369
H -2.32437 -8.49075 -0.92977 -0.139 -0.312 -0.141
H -0.43954 -9.34505 0.55182 -0.213 0.942 -0.054
H 1.00431 -7.68904 1.66251 -0.993 0.237 -0.316
H -1.87213 -2.93648 -2.90513 0.044 0.623 0.531
H -4.33036 -3.10075 -2.98303 0.229 -0.630 0.386
H -5.60753 -2.84910 -0.85767 -0.556 -0.114 -0.282
H -4.64418 -1.54121 1.02667 -0.201 -0.320 -0.207
H -2.37226 -0.62122 0.88786 -0.341 -0.971 -1.064
H 2.11506 -2.88669 -2.09373 -0.176 0.367 -0.833
H 3.14887 -2.87134 -4.34894 0.427 -0.314 -0.111
H 2.15052 -1.46062 -6.17605 -0.337 -0.138 0.773
H 0.20715 -0.16889 -5.76040 -0.370 0.401 0.355
H -0.92845 -0.20940 -3.45492 -0.295 0.071 -0.107